[1]
# C45H57KN3P2

A structure of composition C45H57KN3P2 (wB97M-V/def2-TZVPD, OMol25).

Results
HOMO level = -0.12156 Ha
Lowest unoccupied orbital energy = 2.1 eV
Gap between HOMO and LUMO = 5.43 eV
Relative energy (zero: lowest compared OMol25 entry of this formula, charge and spin) = 215.4 kJ/mol
E_tot = -86962.3946 eV

```
! wB97M-V def2-TZVPD RIJCOSX def2/J DEFGRID3
* xyz -1 1
K -0.08523 -1.17506 -0.71018
C -1.15948 -4.26346 -3.04806
C -0.24494 -4.33715 -1.85655
C 1.03798 -3.78909 -1.90227
C 1.87206 -3.84226 -0.79250
C 1.43664 -4.43138 0.38658
C 0.16146 -4.97311 0.44666
C -0.66735 -4.92656 -0.66667
H -1.52676 -3.24371 -3.18395
H -2.00976 -4.93643 -2.93180
H -0.63158 -4.51936 -3.96674
H 1.37340 -3.28789 -2.80212
H 2.85543 -3.39153 -0.84562
H 2.08216 -4.45813 1.25593
H -0.19345 -5.42953 1.36329
H -1.66420 -5.35047 -0.61289
C 1.96161 -2.28034 3.28423
C 0.50753 -2.58928 3.64005
C 0.31203 -2.53700 5.15356
P -0.57647 -1.54354 2.52666
C -2.30463 -2.08903 3.05700
C -3.19206 -1.03775 3.71684
C -2.99554 -2.65212 1.80820
C -0.32909 0.16285 3.10788
C -0.58462 0.54417 4.43163
C -0.45038 1.83967 4.89457
C -0.72404 2.20592 6.33045
C -0.02896 2.80037 3.96949
C 0.23599 2.46722 2.66449
C 0.09754 1.14007 2.16226
N 0.45134 0.82218 0.89326
C 0.26392 1.67167 -0.14755
C -1.01545 2.46678 -0.22119
C -1.18466 3.55386 -1.30152
C -0.31048 3.31521 -2.49698
C -0.64774 4.07072 -3.74788
C 0.70120 2.44220 -2.43177
C 1.06890 1.64994 -1.25796
P 2.44943 0.47444 -1.23868
C 3.28511 0.76448 -2.87871
C 3.99846 2.10554 -3.05841
C 4.25490 -0.38523 -3.15509
C 3.72444 1.17247 -0.04539
C 3.80186 0.29020 1.20113
C 3.52005 2.63286 0.34039
H 2.64470 -2.95894 3.80337
H 2.20699 -1.25812 3.58117
H 2.13384 -2.35976 2.20932
H 0.27579 -3.60707 3.29941
H 0.70546 -1.60443 5.55863
H 0.86177 -3.35654 5.62608
H -0.73549 -2.62573 5.44887
H -2.16273 -2.92436 3.75061
H -3.19999 -0.11299 3.13502
H -2.86077 -0.78691 4.72283
H -4.21915 -1.40888 3.78266
H -3.17274 -1.86401 1.07191
H -3.96305 -3.09471 2.06398
H -2.38007 -3.41386 1.32655
H -0.92490 -0.20544 5.13487
H -1.21716 1.38401 6.85216
H -1.37001 3.08380 6.40490
H 0.19873 2.43656 6.87081
H 0.10237 3.83045 4.28854
H 0.59652 3.23098 1.98420
H -1.29262 2.86245 0.75471
H -1.07557 4.58819 -0.94488
H -0.75194 5.14408 -3.55243
H -1.59489 3.72149 -4.17208
H 0.12446 3.92988 -4.50529
H 1.27492 2.29857 -3.33844
H 2.46019 0.67267 -3.59262
H 4.87585 2.16802 -2.40928
H 3.35146 2.95012 -2.82480
H 4.34796 2.21755 -4.08987
H 5.05841 -0.41163 -2.41280
H 4.71754 -0.26923 -4.13918
H 3.73763 -1.34591 -3.12574
H 4.67712 1.07743 -0.58122
H 2.85181 0.31425 1.73575
H 4.59422 0.63800 1.87236
H 4.01014 -0.74744 0.93149
H 2.59809 2.73864 0.91458
H 3.44089 3.27959 -0.53354
H 4.35043 2.98323 0.96271
C -4.31304 3.39691 0.36055
C -4.14729 2.00801 0.79306
C -3.22701 1.22037 0.23798
C -2.29240 1.74654 -0.79753
C -2.66250 3.09811 -1.47613
C -3.64405 3.89623 -0.68042
N -1.89796 0.65003 -1.69567
N -2.03723 0.88968 -2.89437
C -1.48445 -0.05133 -3.81966
C -2.18091 -0.05178 -5.03219
C -1.69251 -0.81008 -6.08460
C -0.49550 -1.49552 -5.90312
C 0.16001 -1.45413 -4.67326
C -0.29055 -0.74867 -3.54071
H -5.02419 4.01675 0.89490
H -4.79307 1.63075 1.57733
H -3.09887 0.18999 0.55200
H -2.99276 3.00823 -2.51293
H -3.82282 4.91912 -0.99874
H -3.08141 0.54474 -5.13024
H -2.21057 -0.84471 -7.03622
H -0.06905 -2.05985 -6.72854
H 1.09523 -2.01686 -4.61087
*
```

Mulliken atomic charge list, values in e, 5 entries:
1. K 1.395
2. C -1.368
3. C 1.023
4. C -0.348
5. C -0.114

=====

[2]
# C45H57N9O9

A cluster of 12 separate species, C45H57N9O9 in total at a distorted geometry (wB97M-V/def2-TZVPD, OMol25).

Results
HOMO level = -0.29816 Ha
Lowest unoccupied orbital energy = 0.5 eV
Gap between HOMO and LUMO = 8.63 eV
Structure (SMILES) = c1cc[nH]c1.c1cc[nH]c1.c1cc[nH]c1.c1cc[nH]c1.c1cc[nH]c1.c1cc[nH]c1.c1cc[nH]c1.c1cc[nH]c1.c1cc[nH]c1.O=C1OCCO1.O=C1OCCO1.O=C1OCCO1
E_tot = -79425.7499 eV

```
! wB97M-V def2-TZVPD RIJCOSX def2/J DEFGRID3
* xyz 0 1
C 0.36572 0.68985 4.49680
C 0.21122 2.11351 4.75854
C -0.80618 2.27361 5.62205
N -1.31967 1.04096 5.87543
C -0.66061 0.08293 5.19872
H 1.06802 0.16668 3.83648
H 0.81310 2.93297 4.48854
H -1.35934 3.11229 6.03196
H -2.11196 0.96801 6.49031
H -0.95223 -0.94255 5.34603
C -0.48123 -3.71370 2.87107
C 0.45267 -4.75065 2.48343
C 1.24329 -4.21284 1.54802
N 0.79707 -2.96324 1.25335
C -0.24245 -2.63921 2.05708
H -1.23883 -3.79195 3.64090
H 0.48762 -5.74610 2.82539
H 2.06647 -4.55985 0.95876
H 1.16173 -2.40515 0.51990
H -0.65009 -1.66195 1.94610
C 1.37012 5.09058 -2.45916
C 2.21311 4.55275 -1.39561
C 1.58210 3.40332 -0.92581
N 0.39257 3.27575 -1.62370
C 0.26902 4.27220 -2.50168
H 1.49304 6.05433 -2.91621
H 3.18464 4.94065 -1.05518
H 1.84758 2.65002 -0.16364
H -0.25713 2.53722 -1.39441
H -0.69542 4.35138 -2.99177
C 4.75882 2.17340 0.72871
C 4.08175 1.24354 1.52904
C 3.36505 1.92988 2.50018
N 3.63100 3.23989 2.22592
C 4.46102 3.40755 1.19413
H 5.45326 2.00075 -0.11027
H 4.00825 0.16472 1.56408
H 2.81729 1.62322 3.37879
H 3.17883 4.05057 2.63252
H 4.77636 4.41970 0.90303
C -4.07350 0.12649 1.82556
C -4.36634 1.51718 1.52691
C -3.39675 2.21920 2.15979
N -2.59703 1.39603 2.89752
C -3.00896 0.08792 2.68466
H -4.50474 -0.79440 1.43010
H -5.13962 1.94970 0.91618
H -3.21745 3.25622 2.21669
H -1.74680 1.69100 3.37810
H -2.47837 -0.75710 3.12568
C 0.37374 -3.93489 -2.33475
C 0.68242 -5.30405 -2.39568
C -0.07513 -5.85099 -3.43684
N -0.75764 -4.81376 -3.94707
C -0.54797 -3.66292 -3.29593
H 0.77244 -3.14919 -1.73246
H 1.28327 -5.91200 -1.74763
H -0.07084 -6.86212 -3.85980
H -1.40234 -4.84343 -4.71135
H -1.00870 -2.75243 -3.67154
C 4.01130 -1.08836 -1.31825
C 3.64204 -2.03567 -2.34195
C 4.32336 -3.20254 -2.04708
N 5.07737 -2.92703 -0.90569
C 4.87543 -1.66696 -0.44371
H 3.80227 -0.04244 -1.25622
H 2.94373 -1.74795 -3.10545
H 4.34970 -4.15475 -2.46520
H 5.60349 -3.72591 -0.53278
H 5.41593 -1.26399 0.43162
C -0.87133 5.02889 3.19072
C -1.56162 6.17769 2.62463
C -1.27752 6.16531 1.25698
N -0.52615 5.03511 1.01155
C -0.31600 4.34521 2.17549
H -0.68017 4.81621 4.24585
H -2.06526 6.99098 3.13955
H -1.53218 6.81618 0.42616
H -0.09025 4.81467 0.14253
H 0.29767 3.45206 2.21421
C 0.90625 0.10087 -0.32598
C 0.33415 -0.33434 -1.53899
C -0.98608 -0.00260 -1.49211
N -1.23981 0.70674 -0.30112
C -0.07397 0.72582 0.41867
H 1.93204 -0.00133 0.05709
H 0.83087 -0.84955 -2.35929
H -1.85682 -0.11841 -2.12556
H -2.13955 0.97970 0.02548
H 0.00253 1.26906 1.35124
O -4.15512 -2.98020 -3.67187
C -4.80612 -2.21142 -3.02846
O -4.34686 -1.13873 -2.32690
C -5.39765 -0.57089 -1.48454
C -6.64807 -0.92048 -2.32416
O -6.14086 -2.20747 -2.90449
H -5.38543 -1.16564 -0.55735
H -5.19077 0.49060 -1.28535
H -6.77437 -0.29389 -3.22108
H -7.61976 -1.08388 -1.83573
O 1.99959 -0.61971 -5.44022
C 2.69553 0.13979 -4.85647
O 2.36526 0.90805 -3.76752
C 3.44644 1.78439 -3.33273
C 4.62077 1.31461 -4.24144
O 3.95796 0.40445 -5.20085
H 3.12903 2.82229 -3.62489
H 3.70021 1.64878 -2.32689
H 5.39417 0.68333 -3.75429
H 4.99365 2.14987 -4.81231
O -5.15088 -4.13675 1.56990
C -4.11791 -4.02064 0.98179
O -3.86432 -2.99809 0.11429
C -2.50726 -3.08291 -0.43495
C -2.07661 -4.48121 0.01003
O -3.01918 -4.87070 1.03632
H -2.55691 -2.87368 -1.50064
H -2.00474 -2.31798 0.13519
H -1.07649 -4.47586 0.41265
H -2.09001 -5.14017 -0.87544
*
```

Mulliken atomic charge list, values in e, 5 entries:
1. C 0.195
2. C -0.378
3. C -0.954
4. N 0.197
5. C -1.519

=====

Which of these has the lowest HOMO level? C45H57N9O9